Entry from the OMol25 dataset: a cluster of 2 separate species, C5H7N in total in a non-equilibrium geometry (ωB97M-V with the def2-TZVPD basis set).

The frontier orbital gap is 0.3916 hartree. Its SMILES is C=CC#N.C=C. As for the total energy: -6786.5275 eV. The HOMO energy is -10.210 eV.

Cartesian coordinates (Å):
N: 1.91174 0.94108 1.43115
C: 1.77507 -0.05217 0.85095
C: 1.62496 -1.28773 0.12916
C: 0.43324 -1.74628 -0.25163
C: -1.77215 1.05126 0.24896
C: -0.95078 1.56330 -0.66207
H: 2.54351 -1.82466 -0.08855
H: 0.35058 -2.68175 -0.79574
H: -0.47758 -1.19249 -0.04683
H: -2.76210 0.68269 -0.01161
H: -1.48154 0.98373 1.29533
H: 0.03664 1.92772 -0.38865
H: -1.23158 1.63528 -1.71046

Entry from the OMol25 dataset: a structure of composition C5H7N (ωB97M-V with the def2-TZVPD basis set).

The frontier orbital gap is 0.3493 hartree. As for the total energy: -6782.3909 eV. The HOMO energy is -8.663 eV.

Cartesian coordinates (Å):
C: 0.00207 1.39118 -0.76515
C: 0.28987 0.29542 0.23092
C: -0.86248 -0.23707 0.97594
N: -0.75494 -1.18189 -0.11876
C: 1.71103 -0.04058 0.50236
C: 1.32847 -1.08628 -0.14313
H: 0.84042 1.55296 -1.44482
H: -0.18360 2.33051 -0.22552
H: -0.89419 1.13699 -1.33258
H: -0.66200 -0.60462 1.98182
H: -1.75067 0.39130 0.92259
H: -0.54208 -2.09166 0.29452
H: 1.47810 -1.85626 -0.87818

> Number 2 is which compound?

C5H7N